# 1
Molecular formula: C11H22N3
Method: DFT, the ωB97M-V functional and the def2-TZVPD basis

Each line ends with the natural charge from an NBO analysis.
CARTESIAN COORDINATES (ANGSTROEM)
C -0.044467 1.528820 -0.012393  0.25
C 0.908320 0.595721 -0.590456  0.31
C -0.020029 -1.434556 0.501662  0.39
C 0.079312 3.053878 0.083697  -0.65
C 1.702403 0.967261 -1.785498  -0.67
C -2.912063 -0.034406 1.375213  -0.60
C -3.049504 2.027281 -0.221405  -0.59
C 1.545085 -2.501030 -1.714599  -0.60
C 2.434255 -2.427945 0.600644  -0.64
C -2.305733 1.328341 0.990174  -0.08
C 2.019223 -1.583630 -0.573090  -0.03
N -1.034019 0.883364 0.488051  -0.37
N 0.926321 -0.627876 -0.145780  -0.35
N -0.182904 -1.649468 1.770296  -0.72
H 0.470375 3.295038 1.052501  0.25
H 0.779365 3.250302 -0.730772  0.22
H -0.842033 3.457944 -0.060066  0.23
H 1.865213 0.041381 -2.367956  0.25
H 1.198325 1.732023 -2.278977  0.25
H 2.710545 1.313477 -1.466034  0.26
H -2.579601 -0.675573 0.599665  0.22
H -3.974495 -0.034725 1.521824  0.22
H -2.364457 -0.260200 2.285930  0.20
H -2.938442 1.413061 -1.150529  0.21
H -2.529158 2.945468 -0.324615  0.19
H -4.083899 2.114620 -0.093128  0.23
H 2.522977 -2.940424 -2.016786  0.24
H 1.151021 -1.906072 -2.546210  0.22
H 0.795274 -3.015296 -1.243984  0.23
H 3.198654 -3.057657 0.337976  0.25
H 1.651251 -3.217080 0.904200  0.22
H 2.695114 -1.942324 1.492482  0.22
H -2.336533 2.143715 1.680737  0.21
H 2.891399 -1.010788 -0.819776  0.23
H 0.520732 -1.401179 2.409418  0.39
H -0.867826 -2.371464 2.047586  0.43

Forces on atoms 1 to 2 (eV/Å):
-2.7752 0.2642 2.0751
0.2104 -0.1558 0.1564

Results
Net charge   +1
Relative energy (zero: lowest compared OMol25 entry of this formula, charge and spin)   256.1 kJ/mol
Orbital gap (alpha / beta)   0.3012 / 0.3011 hartree


# 2
Molecular formula: C32H79F4NO11
Method: DFT, the ωB97M-V functional and the def2-TZVPD basis

Each line ends with the Mulliken charge.
CARTESIAN COORDINATES (ANGSTROEM)
C -2.420149 0.744499 2.154268  -0.98
C -2.555369 0.936969 0.791385  -0.79
C -1.357276 0.931023 -0.139266  0.50
O -0.155516 0.766480 0.563016  -0.15
C 0.854947 1.713345 0.234691  1.26
C 0.590581 3.067877 0.897978  -0.59
C 0.585280 4.257201 -0.090896  -0.86
C -0.655820 5.099340 0.024492  0.68
F -0.489665 6.269213 -0.641372  -0.31
F -1.736153 4.510182 -0.533936  -0.22
F -0.961932 5.415367 1.297177  -0.29
C 2.194494 1.041201 0.599030  -1.36
O 3.038455 1.812614 1.424401  -0.08
C 4.144976 2.419082 0.769664  -0.47
C 5.374048 2.280117 1.654474  -0.12
C 6.598248 2.982174 1.066170  -1.18
C -1.647109 -0.223595 -1.137362  -0.02
N -0.433319 -0.865938 -1.639980  -0.24
C -2.431337 0.367427 -2.330896  -0.99
C -1.504855 0.847549 -3.431360  0.55
F -2.121290 1.872303 -4.166497  -0.41
H -1.923368 1.517360 2.737343  0.26
H -2.747334 -0.173228 2.629262  0.27
H -3.532660 1.090828 0.333633  0.38
H -1.366320 1.873512 -0.708748  0.18
H 0.821678 1.824738 -0.856466  0.14
H 1.237080 3.267503 1.745479  0.66
H -0.424120 3.003161 1.296283  0.13
H 1.427429 4.909011 0.134381  0.38
H 0.653930 3.922787 -1.123838  0.34
H 1.943886 0.127090 1.141807  0.35
H 2.694681 0.707112 -0.313069  0.10
H 4.325017 1.996926 -0.222243  0.35
H 3.942110 3.492742 0.659082  0.10
H 5.551754 1.213988 1.799308  0.25
H 5.098928 2.693954 2.626117  0.21
H 7.217504 3.339578 1.888382  0.34
H 6.343269 3.824543 0.424463  0.39
H 7.204237 2.252481 0.533173  0.17
H -2.283966 -0.982354 -0.687682  0.47
H 0.303604 -0.179516 -1.706597  -0.03
H -0.156865 -1.620309 -1.027438  0.18
H -3.147851 -0.359365 -2.711354  0.48
H -3.016145 1.237753 -2.024127  0.04
H -0.597316 1.278556 -3.004184  -0.35
H -1.257606 0.059881 -4.138181  0.32
C 7.700495 -2.136331 -0.445643  -1.21
C 7.426370 -0.651322 -0.304012  0.06
O 7.949290 -0.127674 0.914949  -0.51
H 7.268340 -2.682048 0.393265  0.31
H 7.279041 -2.526105 -1.373210  0.34
H 8.775466 -2.331897 -0.445813  0.35
H 6.353474 -0.461106 -0.286041  0.13
H 7.857622 -0.102545 -1.148888  0.26
H 8.899573 -0.273074 0.916221  0.28
C -1.024904 -4.300208 2.338425  -1.19
C -0.782951 -3.156492 1.375828  0.35
O 0.534203 -3.211626 0.825632  -0.47
H -0.295212 -4.272568 3.149033  0.31
H -2.026527 -4.247023 2.763608  0.25
H -0.912835 -5.263408 1.833198  0.42
H -0.878332 -2.200632 1.891109  0.02
H -1.505511 -3.179507 0.550649  0.12
H 0.613627 -4.049444 0.355961  0.21
C 1.158237 1.867427 5.385028  -0.56
C 2.571261 1.334830 5.547690  -0.27
O 2.849268 0.295983 4.619339  -0.58
H 0.433735 1.062658 5.515746  0.14
H 0.946311 2.653650 6.112162  0.39
H 1.014879 2.275845 4.381513  -0.01
H 2.709293 0.910248 6.541469  0.34
H 3.298528 2.144931 5.417353  0.21
H 2.743699 0.667410 3.736492  0.28
C -3.871518 -0.910164 7.039739  -1.19
C -3.421649 -0.328508 5.712279  -0.02
O -4.127669 -0.900401 4.614482  -0.45
H -3.728325 -1.991307 7.047523  0.26
H -3.311020 -0.476795 7.869033  0.35
H -4.934673 -0.718363 7.204877  0.35
H -2.366388 -0.536131 5.540953  0.19
H -3.562156 0.757711 5.705205  0.29
H -5.063394 -0.714788 4.733036  0.23
C 2.556365 -3.161556 -3.173837  -0.93
C 2.147130 -3.920192 -1.928478  -0.14
O 0.774948 -4.316647 -1.986254  -0.53
H 1.919121 -2.284857 -3.293801  0.07
H 3.595320 -2.835057 -3.111101  0.31
H 2.438921 -3.777726 -4.069087  0.39
H 2.246326 -3.280164 -1.052868  0.18
H 2.769034 -4.809924 -1.781216  0.36
H 0.664470 -4.893808 -2.746759  0.28
C -2.126244 1.656202 -7.493530  -0.85
C -0.980691 1.669671 -8.487428  -0.32
O -0.684030 0.364051 -8.979004  -0.51
H -1.893156 1.005466 -6.651919  0.19
H -2.326712 2.657588 -7.111831  0.30
H -3.038220 1.274150 -7.959330  0.36
H -0.068806 2.034724 -8.016318  0.25
H -1.214619 2.327084 -9.331983  0.29
H -1.473073 0.027041 -9.411952  0.30
C -7.805159 2.015243 -0.932772  -1.10
C -6.721188 1.485260 -0.013161  -0.33
O -5.528612 1.168443 -0.728908  -0.40
H -8.035399 1.283928 -1.707907  0.27
H -8.717257 2.237071 -0.377101  0.36
H -7.474734 2.929046 -1.432022  0.35
H -7.043470 0.564292 0.469832  0.31
H -6.490721 2.218656 0.766864  0.28
H -5.221697 1.974833 -1.155941  0.24
C 2.902935 0.759760 -6.141645  -1.11
C 2.476779 0.647105 -4.690470  0.23
O 3.603877 0.509583 -3.823346  -0.43
H 3.479381 -0.117843 -6.434611  0.31
H 2.038011 0.846672 -6.801005  0.17
H 3.540446 1.635045 -6.289550  0.38
H 1.858011 -0.236531 -4.541568  0.09
H 1.896505 1.527222 -4.390083  0.12
H 4.155331 1.289008 -3.935821  0.26
C -6.234898 -5.728957 3.828679  -1.05
C -4.777021 -6.083090 4.058270  -0.25
O -3.920947 -4.966663 3.838084  -0.41
H -6.379307 -5.360639 2.812731  0.28
H -6.879352 -6.595619 3.983110  0.34
H -6.551540 -4.937654 4.512404  0.31
H -4.457946 -6.858847 3.363966  0.31
H -4.633755 -6.455049 5.078613  0.25
H -4.176799 -4.270715 4.451905  0.18

Forces on atoms 1 to 2 (eV/Å):
-0.0903 0.3699 -1.0366
0.3636 0.0392 1.0685

Results
Orbital gap   0.2815 hartree
Structure (SMILES)   C=C[C@@H](O[C@@H](CCC(F)(F)F)COCCC)[C@H](N)CCF.CCO.CCO.CCO.CCO.CCO.CCO.CCO.CCO.CCO